DFT (the ωB97M-V functional and the def2-TZVPD basis) results for 2 unconnected molecules or ions with the total composition C19H16Cl2F17N2O in a non-equilibrium geometry.

Computed properties:
charge: +1
E_HOMO: -0.46279 Ha
lowest unoccupied orbital energy: -4.89 eV

Each line ends with the natural charge from an NBO analysis.
Cartesian coordinates (Å):
N: -4.500 -2.690 -1.704  -0.856
C: -4.007 -2.371 -0.357  0.675
O: -4.866 -2.045 0.527  -0.564
C: -2.477 -2.340 0.103  -0.523
C: -1.860 -3.767 0.494  -0.216
N: -0.385 -3.571 0.795  -0.316
C: 0.633 -4.339 0.113  0.074
C: 2.162 -4.155 0.400  -0.214
C: 2.608 -3.079 1.431  -0.105
C: 1.479 -2.236 2.145  0.017
C: 1.835 -1.073 3.216  -0.456
C: 0.811 0.164 3.179  -0.464
C: 1.423 1.489 2.477  0.657
F: 0.582 2.570 2.934  -0.325
F: 2.708 1.752 3.085  -0.331
C: 1.504 1.393 0.881  0.598
F: 0.244 0.889 0.385  -0.330
F: 2.511 0.460 0.542  -0.311
C: 1.678 2.841 0.148  0.611
F: 2.577 3.645 0.924  -0.298
F: 0.358 3.404 0.200  -0.298
C: 2.293 2.754 -1.322  0.593
F: 1.719 1.627 -1.964  -0.309
F: 3.688 2.429 -1.145  -0.303
C: 2.288 4.103 -2.183  0.594
F: 1.115 4.881 -2.102  -0.288
F: 3.332 4.922 -1.621  -0.293
C: 2.690 3.885 -3.723  0.593
F: 3.541 4.993 -4.072  -0.294
F: 3.452 2.721 -3.983  -0.292
C: 1.484 3.910 -4.777  0.573
F: 2.090 3.650 -6.058  -0.300
F: 0.887 5.203 -4.937  -0.284
C: 0.391 2.739 -4.599  0.926
F: -0.419 2.862 -3.455  -0.303
F: 0.959 1.434 -4.752  -0.303
F: -0.496 2.872 -5.720  -0.311
C: 0.018 -2.585 1.762  0.054
H: -4.502 -3.719 -1.768  0.389
H: -5.453 -2.297 -1.739  0.408
H: -1.853 -1.900 -0.760  0.247
H: -2.412 -1.555 0.949  0.262
H: -1.871 -4.414 -0.465  0.233
H: -2.410 -4.321 1.326  0.262
H: 0.367 -5.125 -0.676  0.263
H: 2.940 -4.811 -0.141  0.281
H: 3.693 -2.862 1.717  0.268
H: 2.908 -0.728 2.977  0.266
H: 1.804 -1.521 4.280  0.266
H: 0.563 0.448 4.259  0.273
H: -0.181 -0.041 2.654  0.237
H: -0.822 -2.006 2.295  0.256
C: -5.432 -0.800 3.474  -0.388
Cl: -3.851 -1.527 3.159  -0.064
Cl: -6.111 -1.383 4.997  -0.003
H: -5.320 0.282 3.528  0.228
H: -6.108 -1.062 2.662  0.240

DFT (the ωB97M-V functional and the def2-TZVPD basis) results for a single C6H6N2 molecule in a non-equilibrium geometry.

Computed properties:
energy relative to the best compared isomer or geometry (same formula, charge and spin): 85.7 kcal/mol
E_HOMO: -0.31644 Ha
SMILES string: C[C@]12C=C[C@@]1(C#N)N2
lowest unoccupied orbital energy: 0.66 eV

Each line ends with the natural charge from an NBO analysis.
Cartesian coordinates (Å):
C: -2.103 -0.309 0.186  0.246
C: -0.472 1.793 0.332  -0.132
C: 0.775 1.350 0.498  -0.172
C: -0.996 0.431 -0.149  -0.102
C: 0.547 -0.020 -0.130  0.143
C: 1.064 -1.311 0.208  -0.642
N: -3.040 -0.902 0.460  -0.308
N: -0.154 0.155 -1.398  -0.535
H: -1.034 2.734 0.425  0.232
H: 1.776 1.694 0.711  0.215
H: 0.932 -2.103 -0.562  0.224
H: 0.953 -1.731 1.143  0.236
H: 2.077 -1.047 0.130  0.228
H: -0.324 -0.734 -1.853  0.367

DFT (the ωB97M-V functional and the def2-TZVPD basis) results for 4 unconnected molecules or ions with the total composition C4H16N2O5 in a non-equilibrium geometry.

Computed properties:
charge: +1
energy relative to the best compared isomer or geometry (same formula, charge and spin): 22.4 kcal/mol
spin multiplicity: 2
E_HOMO (alpha / beta): -0.51053 / -0.50636 Ha
lowest unoccupied orbital energy (alpha / beta): -4.12 / -8.85 eV
expectation value of S²: 0.76

Each line ends with the Löwdin spin population.
Cartesian coordinates (Å):
C: -2.184 -0.424 0.901  0.017
O: -2.164 0.828 1.509  0.021
C: -0.654 -0.943 0.768  0.037
C: -0.506 -1.283 -0.727  0.074
C: 0.921 -1.349 -1.240  0.083
N: 1.989 -1.405 -0.487  0.020
O: 0.964 -1.105 -2.481  0.736
N: 0.329 0.050 1.218  0.004
H: -2.634 -0.308 -0.087  0.000
H: -2.819 -1.032 1.559  0.004
H: -0.482 -1.827 1.404  0.001
H: -1.111 -0.757 -1.436  0.000
H: -0.931 -2.298 -0.927  0.000
H: 2.859 -0.976 -0.796  0.001
H: 1.834 -1.436 0.537  0.001
H: 0.393 0.652 0.406  0.000
H: -2.346 1.553 0.868  0.000
H: -0.072 0.523 2.032  0.001
H: 1.400 -1.416 3.636  0.000
H: 1.696 -0.273 2.804  0.000
O: 2.182 -0.972 3.278  0.001
H: -0.285 2.876 -3.359  0.000
H: 0.255 1.523 -2.812  -0.001
O: 0.260 2.477 -2.670  0.000
H: 0.009 2.639 -0.389  0.000
H: -1.265 3.007 -1.050  0.000
O: -0.940 2.630 -0.228  0.000

DFT (the ωB97M-V functional and the def2-TZVPD basis) results for a molecular structure, C30H35FeN6O5SbTe in a non-equilibrium geometry.

Computed properties:
charge: -2
energy relative to the best compared isomer or geometry (same formula, charge and spin): 20.9 kcal/mol
spin multiplicity: 5
E_HOMO (alpha / beta): 0.00193 / -0.00133 Ha
lowest unoccupied orbital energy (alpha / beta): 4.16 / 4.16 eV
expectation value of S²: 6.01

Each line ends with the Löwdin spin population.
Cartesian coordinates (Å):
Fe: 0.692 0.525 1.354  3.652
O: 1.644 2.498 1.515  0.043
N: 2.309 2.998 0.553  0.001
N: 2.583 2.117 -0.351  -0.003
O: 2.160 0.871 -0.279  0.038
C: 3.370 2.534 -1.479  0.001
C: 3.668 3.870 -1.704  0.000
C: 4.449 4.212 -2.797  0.000
C: 4.933 3.232 -3.659  -0.001
C: 4.619 1.905 -3.421  0.000
C: 3.836 1.552 -2.327  0.000
H: 3.285 4.623 -1.031  0.000
H: 4.675 5.256 -2.978  0.000
H: 5.542 3.506 -4.512  0.000
H: 4.971 1.128 -4.089  0.000
H: 3.575 0.527 -2.122  0.000
N: -2.437 -0.835 2.005  0.002
N: -2.021 -2.148 1.684  0.002
C: -0.742 -2.340 1.137  0.006
O: -0.323 -3.509 1.096  0.004
O: -0.182 -1.312 0.636  0.030
H: -1.660 -0.401 2.528  0.004
H: -2.460 -0.336 1.120  0.000
H: -2.262 -2.820 2.395  0.000
C: 0.981 -4.498 -4.439  0.000
C: 2.339 -3.912 -4.143  0.000
C: 3.462 -4.566 -4.653  0.000
C: 4.750 -4.105 -4.422  0.000
C: 4.932 -2.969 -3.652  0.000
C: 3.819 -2.318 -3.138  0.000
C: 2.510 -2.744 -3.384  0.000
Sb: 1.101 -1.540 -2.193  0.000
C: 1.169 0.115 -3.624  0.000
C: 2.001 0.120 -4.742  0.000
C: 2.144 1.249 -5.539  0.000
C: 1.472 2.414 -5.202  0.000
C: 0.625 2.417 -4.102  0.000
C: 0.445 1.278 -3.322  0.000
C: -0.533 1.300 -2.177  0.000
C: -0.783 -2.401 -2.843  0.000
C: -1.225 -3.333 -1.901  0.000
C: -2.466 -3.949 -2.001  0.000
C: -3.294 -3.636 -3.064  0.000
C: -2.858 -2.730 -4.021  0.000
C: -1.614 -2.106 -3.936  0.000
C: -1.222 -1.187 -5.067  0.000
H: 1.078 -5.370 -5.087  0.000
H: 0.330 -3.772 -4.927  0.000
H: 0.470 -4.803 -3.525  0.000
H: 3.316 -5.462 -5.247  0.000
H: 5.600 -4.637 -4.832  0.000
H: 5.928 -2.596 -3.441  0.000
H: 3.982 -1.444 -2.514  0.000
H: 2.552 -0.776 -5.005  0.000
H: 2.793 1.222 -6.408  0.000
H: 1.607 3.317 -5.786  0.000
H: 0.090 3.323 -3.838  0.000
H: -1.128 2.213 -2.168  0.000
H: -0.015 1.239 -1.217  0.001
H: -1.215 0.445 -2.214  0.000
H: -0.603 -3.590 -1.048  0.000
H: -2.772 -4.651 -1.236  0.000
H: -4.274 -4.092 -3.156  0.000
H: -3.496 -2.499 -4.869  0.000
H: -1.867 -1.366 -5.929  0.000
H: -0.187 -1.340 -5.371  0.000
H: -1.312 -0.133 -4.793  0.000
C: -2.930 2.403 4.197  0.003
N: -2.751 2.028 2.810  0.002
C: -1.622 2.338 2.110  0.007
N: -0.856 3.379 2.576  0.001
O: -1.354 1.743 1.058  0.020
H: -3.957 2.183 4.491  0.000
H: -2.781 3.477 4.325  0.000
H: -2.240 1.861 4.853  0.003
H: -3.105 1.113 2.558  0.000
H: -0.857 3.461 3.582  0.001
H: 0.101 3.298 2.224  0.000
Te: 0.646 0.166 3.831  0.182

DFT (the ωB97M-V functional and the def2-TZVPD basis) results for a molecular structure, C17H25BF2IIrN6 in a non-equilibrium geometry.

Computed properties:
charge: +1
energy relative to the best compared isomer or geometry (same formula, charge and spin): 5.8 kcal/mol
spin multiplicity: 6
E_HOMO (alpha / beta): -0.39508 / -0.43676 Ha
lowest unoccupied orbital energy (alpha / beta): -2.54 / -5.83 eV
expectation value of S²: 8.76

Each line ends with the Löwdin spin population.
Cartesian coordinates (Å):
Ir: -0.269 0.344 -0.071  2.822
C: -1.030 2.036 3.039  0.003
C: -0.351 0.716 3.168  0.030
C: 0.010 0.033 4.324  0.012
C: 0.595 -1.158 3.904  0.028
C: 1.156 -2.261 4.728  0.005
N: 0.570 -1.167 2.562  0.010
N: 0.004 -0.029 2.111  0.188
B: 1.121 -2.197 1.556  0.000
N: 2.159 -1.466 0.672  0.012
N: 1.914 -0.288 0.042  0.151
C: 3.043 0.109 -0.556  0.018
C: 3.208 1.377 -1.315  -0.001
C: 4.034 -0.842 -0.310  0.008
C: 3.442 -1.822 0.467  0.015
C: 4.073 -3.047 1.029  0.003
N: -0.063 -2.687 0.701  0.011
N: -0.861 -1.815 0.050  0.146
C: -1.827 -2.499 -0.562  0.017
C: -2.875 -1.835 -1.386  0.011
C: -1.652 -3.855 -0.292  0.005
C: -0.522 -3.938 0.511  0.009
C: 0.104 -5.153 1.101  0.002
H: -1.093 2.516 4.012  0.000
H: -2.045 1.913 2.655  0.000
H: -0.478 2.691 2.365  0.000
H: -0.133 0.366 5.338  0.001
H: 1.031 -2.030 5.783  0.000
H: 2.220 -2.399 4.530  0.001
H: 0.654 -3.205 4.516  0.001
H: 1.628 -3.106 2.122  0.000
H: 2.297 1.969 -1.311  0.000
H: 3.478 1.164 -2.348  0.000
H: 4.017 1.962 -0.876  0.000
H: 5.055 -0.804 -0.651  0.001
H: 5.104 -3.109 0.691  0.000
H: 3.550 -3.949 0.711  0.001
H: 4.071 -3.024 2.119  0.001
H: -2.816 -0.747 -1.289  0.009
H: -3.864 -2.163 -1.070  0.000
H: -2.754 -2.100 -2.436  0.000
H: -2.273 -4.669 -0.626  0.001
H: -0.457 -6.032 0.797  0.000
H: 0.106 -5.105 2.190  0.000
H: 1.137 -5.266 0.771  0.000
F: 1.210 0.140 -3.018  0.137
C: 0.080 -0.347 -2.518  0.568
F: 0.067 -1.664 -2.683  0.122
H: -0.782 0.112 -3.027  0.061
I: 0.078 3.561 -0.502  0.246
C: -1.489 2.137 -0.520  0.291
H: -1.937 2.130 -1.510  0.025
H: -2.205 2.391 0.255  0.025

Number 1: total energy -96218.4131 eV. Number 2: total energy -9295.0295 eV. Number 3: total energy -17615.6552 eV. Number 4: total energy -99073.9478 eV. Number 5: total energy -44017.5174 eV.